The following is a DFT calculation (ωB97M-V/def2-TZVPD) of a cluster of 13 separate species, C29H44Cl24N6OS in total.

LUMO level   -0.55 eV
DFT total energy   -12977.2101 a.u.
Highest occupied orbital energy   -7.84 eV

Geometry as ORCA input:
```
! RIJCOSX wB97M-V def2-TZVPD def2/J DEFGRID3
* xyz 0 1
C 1.538 3.038 -2.358
C -5.872 -8.274 -0.059
H -3.552 7.211 6.122
H -9.617 -5.634 -0.316
H 8.829 -1.135 6.679
H -5.128 -9.071 -0.136
C 2.883 1.899 -4.492
Cl -2.189 -1.692 -0.386
C 1.054 4.436 0.095
H -1.728 6.745 -5.048
Cl 5.404 -7.408 1.411
H -6.759 -1.973 5.404
H 4.761 -2.143 1.819
C 1.035 1.597 0.145
Cl -3.531 8.538 -5.679
Cl -3.230 7.598 3.814
H 1.479 5.522 -2.055
Cl -4.802 -0.791 5.992
H -2.596 -0.288 -2.241
Cl -1.168 0.996 -0.867
H 7.616 -7.040 2.153
H 5.576 1.110 -7.046
H 2.421 -3.920 -0.766
N 6.255 -1.230 4.243
N 3.949 -1.276 -0.920
H 6.769 2.158 -7.866
S 6.383 -3.788 2.809
H 4.229 2.349 -2.602
H 4.315 -5.379 1.805
H 2.262 0.957 -4.809
Cl -7.889 -3.460 -1.768
C 4.115 1.537 -3.466
C 7.164 -7.522 1.282
H 5.256 -5.109 -0.373
N 6.926 -0.576 5.292
C -3.728 0.450 2.608
C -9.429 -6.060 0.673
Cl -2.850 9.464 6.022
C 3.966 -4.336 1.389
H -6.218 3.336 6.101
C 1.383 4.474 -1.515
Cl -10.935 -6.737 1.305
Cl -4.260 4.518 6.689
Cl -5.248 -7.006 1.004
H -6.966 -3.176 0.387
N 3.669 -2.232 -3.339
Cl -7.377 -8.950 0.573
H -4.807 8.282 5.433
C 3.992 -0.015 -2.838
O 8.126 -2.734 5.072
C -5.150 3.103 6.113
C 3.484 -3.821 -1.276
C 6.229 1.979 -6.933
Cl 7.397 1.658 -5.645
H 0.921 5.453 0.685
C -2.494 -0.134 -1.164
Cl -5.182 -2.657 3.785
H 2.458 4.115 -4.162
Cl -4.640 2.652 4.482
C -5.692 -2.205 5.416
H -4.331 1.328 2.855
C -2.612 9.735 -4.758
Cl -0.944 9.837 -5.335
Cl 0.480 6.540 -5.858
C -0.960 5.970 -5.006
H 2.780 -4.265 1.372
Cl -2.126 0.981 2.081
H -3.088 10.712 -4.870
C 4.622 -4.136 -0.116
C 0.900 3.019 0.951
C 1.879 3.092 -3.962
H -6.060 -7.848 -1.048
H -1.324 5.062 -5.492
H 7.487 -7.014 0.371
H -8.685 -6.857 0.596
C 8.078 -1.434 5.811
H 3.397 2.327 -5.480
Cl -8.805 -4.793 1.736
H -5.504 -3.043 6.092
C 3.725 -2.286 -1.910
H 5.160 1.566 -4.042
C 6.987 -2.552 4.126
Cl -4.544 -0.468 1.336
Cl 5.242 3.397 -6.558
H 3.591 -4.658 -2.088
Cl -5.472 -2.011 -1.023
H -3.620 -0.184 3.491
C -7.074 -2.542 -0.496
C -3.740 8.049 5.446
H 0.893 3.145 -4.627
H 0.944 0.519 0.633
H -7.676 -1.664 -0.249
H -3.419 0.288 -0.763
C 1.328 1.662 -1.467
H 5.433 -3.266 -0.015
Cl -0.597 5.610 -3.313
N 3.811 -1.030 -3.831
Cl 7.690 -9.208 1.220
H -2.607 9.445 -3.704
N 4.091 -0.074 -1.411
H 4.076 -3.058 3.395
H 0.697 2.981 2.114
H -4.963 2.266 6.790
H 1.399 0.647 -2.050
C 4.656 -3.190 2.378
*
```



The following is a DFT calculation (ωB97M-V/def2-TZVPD) of a structure of composition C29H44IN3O5PPt.

LUMO level (spin up / spin down)   -3.91 / -3.91 eV
DFT total energy   -2429.9624 a.u.
Highest occupied orbital energy (spin up / spin down)   -10.99 / -10.99 eV
Relative energy (zero: lowest compared OMol25 entry of this formula, charge and spin)   1.348 eV

Geometry as ORCA input:
```
! RIJCOSX wB97M-V def2-TZVPD def2/J DEFGRID3
* xyz 1 1
H 2.742 -0.655 -1.048
O 0.749 2.366 -1.176
H 1.834 -3.690 -3.100
H -0.067 0.846 4.512
H -4.161 -3.135 -0.206
H -4.480 -2.498 2.705
C 0.784 4.417 1.839
C 0.986 -1.919 -1.131
H -3.170 -0.892 -0.723
C -1.634 -2.187 0.091
C 2.081 4.836 1.804
H -2.147 -2.051 2.811
H -2.712 -0.547 -4.427
C -3.889 -3.016 1.949
C -2.837 3.313 -4.122
C 2.732 -1.714 -2.945
H -1.850 -4.239 0.715
H -1.620 -1.952 -4.495
H 0.137 4.772 2.632
H 1.900 -1.388 3.957
N -1.026 3.302 -2.900
H -4.248 -4.045 1.916
H -2.245 -3.768 3.138
C 0.178 -0.058 3.952
H 2.221 1.472 2.946
H -0.160 1.140 2.178
H -1.361 -0.106 2.415
Pt -0.952 0.793 -1.160
H 2.089 0.020 4.973
I -4.271 3.766 -5.532
C 1.156 3.080 -0.187
O -1.660 2.160 0.481
C -0.295 0.107 2.500
H 0.654 -1.771 2.044
H -1.600 3.595 1.849
C 2.015 -0.985 -1.791
H -0.356 -0.883 4.428
H -3.658 1.556 -3.003
C 1.668 -3.129 -0.462
O 3.737 6.081 2.779
H -2.890 -0.634 0.987
H -1.192 4.804 -4.392
C -1.052 3.073 1.049
C 2.921 -3.554 -1.250
C 2.513 3.512 -0.147
C -2.963 -1.409 0.220
O 1.773 6.144 3.663
C -1.521 -3.298 1.163
H -0.114 3.436 -2.471
C -4.102 -2.364 0.567
H 1.948 -2.903 0.568
H 3.756 -1.344 -3.014
O -1.054 -0.470 -3.151
H 3.798 -3.025 -0.867
H 3.573 -3.676 -3.310
C 2.963 4.373 0.813
N -1.769 2.291 -2.452
P -0.198 -1.032 -0.046
H 1.522 -0.082 -2.154
C 0.563 -0.781 1.587
H -0.476 -0.038 -3.789
H 2.250 -1.485 -3.898
H 3.169 3.141 -0.923
H -0.486 -3.455 1.469
H -5.051 -1.828 0.548
C 2.413 0.398 2.871
C -2.412 -3.013 2.368
H 2.685 -0.834 1.100
H 1.903 0.710 0.784
H -1.635 -2.670 -0.892
H 3.490 0.265 2.970
C 0.298 3.521 0.871
C -2.074 -1.208 -3.841
H 0.960 -3.960 -0.422
H -2.670 -1.713 -3.085
H 3.101 -4.618 -1.101
C -1.631 3.949 -3.906
C 1.693 -0.315 4.015
C 1.954 -0.125 1.490
H 0.339 -2.290 -1.932
C 2.760 -3.235 -2.733
H 3.988 4.715 0.824
C -2.875 2.274 -3.186
N 2.568 5.760 2.829
*
```



The following is a DFT calculation (ωB97M-V/def2-TZVPD) of a structure of composition C29H45As2CaN9O2.

LUMO level   -5.30 eV
DFT total energy   -6924.2220 a.u.
Highest occupied orbital energy   -13.13 eV
Relative energy (zero: lowest compared OMol25 entry of this formula, charge and spin)   0.534 eV

Geometry as ORCA input:
```
! RIJCOSX wB97M-V def2-TZVPD def2/J DEFGRID3
* xyz 2 1
C 0.330 -0.678 -3.163
H -5.619 -3.373 2.397
N -3.959 -1.680 0.087
O 0.524 -4.153 6.861
C 5.431 -0.812 -1.846
H 6.438 -1.112 -2.101
H -3.478 0.623 2.694
As -1.734 2.058 1.569
C -0.166 -3.259 6.133
C 1.506 -3.138 2.722
H -5.069 0.265 -2.213
H -2.994 0.822 -1.629
H -3.838 2.553 0.264
H 0.118 1.239 -4.087
O -1.249 -2.886 6.485
H -2.551 3.698 -0.186
H 0.448 0.068 3.004
H 0.995 1.596 -1.841
H 1.983 -3.806 2.015
C -3.868 -0.629 -0.811
N -1.840 -1.613 1.100
C 4.744 0.110 -2.613
C -3.058 -2.067 1.087
N 2.817 -0.059 -1.189
H -1.353 0.642 -3.337
N 1.664 -1.284 1.101
H -2.498 -2.206 3.659
C 0.708 3.513 2.290
C 4.797 -1.339 -0.731
C -1.333 4.380 3.248
H 3.550 2.570 2.885
C -2.856 -3.143 3.238
C 3.444 0.447 -2.246
C 1.409 4.538 2.928
H -3.442 3.920 1.327
H -0.313 -0.796 5.197
N -0.201 -1.451 -2.009
H 2.888 1.164 -2.841
C -0.271 0.715 -3.212
C 0.213 -1.440 4.505
H -1.342 -2.035 1.877
C -0.680 3.437 2.451
C -4.776 -3.736 1.808
H 5.302 -2.045 -0.084
H -5.064 -3.812 0.763
H 0.376 -2.271 -1.855
H 5.196 0.568 -3.482
C 0.450 -2.767 4.856
H 2.583 1.160 3.355
H 2.190 3.886 -0.615
H 3.560 2.783 -0.357
H 0.154 -1.178 -4.117
H -3.470 2.245 3.422
H 3.771 1.027 2.042
C 0.622 -0.969 3.272
H 1.424 -4.250 6.520
H -4.896 -2.014 0.228
N -2.813 0.101 -0.934
H 2.484 4.617 2.820
C 0.753 5.471 3.712
H 1.314 6.259 4.196
H 1.412 -0.609 -3.028
C 2.795 3.381 0.137
H -1.125 -1.808 -2.238
H -2.205 1.074 3.845
C 1.272 -1.816 2.377
H -0.420 2.378 -1.998
C 3.040 1.681 2.517
N -0.009 1.450 -1.948
As 1.685 2.201 1.214
H -3.529 -3.586 3.967
C -3.031 3.179 0.643
H 3.555 -1.995 1.463
N -5.017 -0.448 -1.507
H 3.273 4.129 0.765
C 2.876 -1.469 0.784
H 1.258 -4.652 4.213
C -0.625 5.390 3.876
H -1.145 6.114 4.489
C 3.504 -0.932 -0.443
Ca -0.517 -0.003 -0.052
H -4.541 -4.752 2.122
H -2.407 4.334 3.386
H -5.787 -1.091 -1.451
C -2.845 1.439 3.042
H -2.012 -3.822 3.087
C 1.100 -3.609 3.966
N -3.590 -2.903 2.005
*
```